(1)
The following is a DFT calculation (wB97M-V/def2-TZVPD) of a structure of composition C29H37MnN5O2S at a distorted geometry.

Its multiplicity is 5. The HOMO energy (spin up / spin down) is -10.59 / -10.63 eV. The total charge is +1. For the gap between HOMO and LUMO (spin up / spin down), the calculation gives 6.4 / 7.8 eV. For the LUMO energy (spin up / spin down), the calculation gives -4.15 / -2.79 eV.

```
75
C29H37MnN5O2S wB97M-V/def2-TZVPD
Mn -0.8555 -1.0078 0.1114
N -2.0750 -1.0212 2.1164
C -1.3720 -1.6114 3.2819
C -2.0655 -2.8472 3.8540
C -2.2836 -4.0091 2.8707
C -1.1601 -4.2164 1.8509
N -1.3496 -3.3743 0.6590
H -2.3032 -0.0471 2.3191
H -2.9547 -1.5226 1.9921
H -1.3007 -0.8620 4.0731
H -0.3536 -1.8618 2.9771
H -3.0303 -2.5702 4.2869
H -1.4407 -3.2023 4.6741
H -3.2252 -3.8910 2.3264
H -2.3818 -4.9190 3.4637
H -1.1385 -5.2800 1.5665
H -0.1921 -3.9737 2.2965
H -2.2277 -3.6520 0.2197
H -0.6131 -3.6176 -0.0071
C 6.1702 -0.7142 -3.9510
C 4.7355 -0.8881 -3.5740
C 3.8161 -1.3974 -4.4875
C 2.4937 -1.5884 -4.1243
C 2.0987 -1.2603 -2.8417
C 2.9880 -0.7437 -1.9173
C 4.3057 -0.5562 -2.2890
S 0.4306 -1.5876 -2.3303
O -0.3614 -2.0297 -3.4390
O 0.5102 -2.5039 -1.1893
N -0.2346 -0.2798 -1.6167
C -0.8280 0.7084 -2.3405
C -0.3381 1.2389 -3.5239
C -0.9883 2.3064 -4.1494
C -2.1219 2.8631 -3.6119
C -2.6864 2.3223 -2.4395
C -3.8710 2.8121 -1.8545
C -4.4049 2.1520 -0.7796
C -3.7387 1.0298 -0.2689
N -2.5877 0.5827 -0.7351
C -2.0554 1.2165 -1.8124
H 6.3013 -0.7918 -5.0260
H 6.7777 -1.4838 -3.4760
H 6.5477 0.2481 -3.6146
H 4.1365 -1.6524 -5.4872
H 1.7620 -1.9846 -4.8147
H 2.6401 -0.4942 -0.9260
H 5.0150 -0.1552 -1.5786
H 0.5638 0.8268 -3.9465
H -0.5783 2.7060 -5.0637
H -2.6069 3.7069 -4.0754
H -4.3416 3.6950 -2.2648
H -5.3249 2.4885 -0.3252
H -4.1719 0.4837 0.5584
C -1.4451 2.3088 3.3882
N -0.9267 3.1704 2.3551
C -0.1282 4.2567 2.8759
C -0.4450 2.4832 1.1742
C 0.6770 1.4694 1.3733
C 1.9248 1.9122 1.8058
C 2.9468 1.0219 2.0787
C 2.7414 -0.3355 1.9065
C 1.5278 -0.7780 1.4068
C 0.4766 0.1047 1.1225
H -1.8106 2.9227 4.2122
H -0.6913 1.6044 3.7760
H -2.2908 1.7438 2.9875
H -0.7804 4.9153 3.4525
H 0.2914 4.8282 2.0517
H 0.6818 3.9210 3.5360
H -0.1177 3.2465 0.4652
H -1.2939 1.9464 0.7369
H 2.0954 2.9705 1.9284
H 3.9028 1.3840 2.4198
H 3.5278 -1.0426 2.1249
H 1.4059 -1.8429 1.2056
```

These are the Löwdin partial charges, in e, on atoms 1 to 8:
1 Mn 0.94
2 N 0.00
3 C -0.24
4 C -0.18
5 C -0.19
6 C -0.24
7 N -0.02
8 H 0.05


(2)
The following is a DFT calculation (wB97M-V/def2-TZVPD) of a cluster of 2 separate species, C12H13BrF3O7 in total at a distorted geometry.

The HOMO energy is -3.87 eV. The total charge is -1. For the gap between HOMO and LUMO, the calculation gives 5.3 eV. For the LUMO energy, the calculation gives 1.45 eV. The energy above the lowest of the compared OMol25 structures with the same formula, charge and spin is 0.0 kcal per mole.

```
36
C12H13BrF3O7 wB97M-V/def2-TZVPD
C 3.6136 -2.7281 -1.8029
C 3.3020 -1.4699 -2.6429
O 3.8578 -1.3188 -3.6650
O 2.3972 -0.5292 -2.2095
C 1.2196 -1.2249 -1.7386
C -0.0654 -0.3440 -1.8723
C -1.2204 -1.3191 -2.1437
C -1.7201 -2.1075 -1.1861
Br -1.2356 -2.2640 0.6383
C -2.7942 -2.9239 -1.9246
O -3.1832 -3.9533 -1.5682
O -3.1236 -2.2352 -3.0635
C -1.9380 -1.5960 -3.4591
O -1.5886 -1.3810 -4.5292
H 3.3864 -2.5760 -0.7378
H 4.6269 -3.0871 -2.0052
H 2.9058 -3.5008 -2.1627
H 1.3212 -1.5548 -0.6911
H 1.0482 -2.0878 -2.4106
H 0.0314 0.3712 -2.7046
H -0.2710 0.2187 -0.9508
C -2.3475 2.6117 3.4650
C -1.1604 3.4526 3.9150
O 0.0843 2.7951 3.8549
C 0.7505 2.6527 2.5516
O 0.8423 3.7781 1.9125
C 0.1279 1.5134 1.6746
F -0.2823 0.4503 2.4273
F 1.0505 1.0031 0.8172
F -0.9320 1.8678 0.9201
H -2.2690 1.5897 3.8394
H -3.2832 3.0529 3.8226
H -2.4156 2.5692 2.3807
H -1.3069 3.6797 4.9774
H -1.1356 4.4177 3.3990
H 1.7070 2.1776 2.8726
```

These are the Löwdin partial charges, in e, on atoms 1 to 8:
1 C 0.01
2 C -0.54
3 O 0.14
4 O 0.00
5 C -0.18
6 C -0.07
7 C -0.14
8 C -0.50


(3)
The following is a DFT calculation (wB97M-V/def2-TZVPD) of a structure of composition C41H61I2N2O5SSc.

Its multiplicity is 2. The HOMO energy (spin up / spin down) is -9.17 / -9.71 eV. The total charge is +1. For the gap between HOMO and LUMO (spin up / spin down), the calculation gives 5.9 / 6.1 eV. For the LUMO energy (spin up / spin down), the calculation gives -3.26 / -3.58 eV. The energy above the lowest of the compared OMol25 structures with the same formula, charge and spin is 10.1 kcal per mole.

```
113
C41H61I2N2O5SSc wB97M-V/def2-TZVPD
Sc 0.4396 -1.2410 -1.0811
C 0.5901 3.1293 4.8049
C -0.1662 1.8172 5.0561
C -1.6749 2.0999 5.0728
C 0.2433 1.2840 6.4289
C 0.1453 0.8307 3.9292
C -0.1150 1.1729 2.6323
C 0.1650 0.2631 1.5822
N -0.0224 0.4481 0.2817
C -0.5516 1.5655 -0.3508
C -0.4279 2.9001 0.0322
C -1.0661 3.8926 -0.6934
C -1.9166 3.4927 -1.7261
C -2.0696 2.1697 -2.1504
C -1.2357 1.2185 -1.5351
O -1.0713 -0.0475 -1.9748
C -3.2432 1.7766 -3.0593
C -3.9693 3.0003 -3.6277
C -2.8743 0.8828 -4.2448
C -4.2380 1.0188 -2.1621
C -0.8436 5.3588 -0.3192
C 0.6293 5.7119 -0.5756
C -1.1643 5.5778 1.1652
C -1.7166 6.3050 -1.1432
C 0.6244 -1.0739 1.8777
O 0.7114 -1.8892 0.8479
C 0.9310 -1.4130 3.2127
C 0.6895 -0.4524 4.1806
C 1.5086 -2.7808 3.5758
C 2.8875 -2.9139 2.9160
C 1.6987 -2.9706 5.0813
C 0.5530 -3.8816 3.0934
H 0.3839 3.8413 5.6064
H 1.6679 2.9607 4.7666
H 0.2865 3.5926 3.8645
H -1.9160 2.8076 5.8685
H -2.0106 2.5297 4.1278
H -2.2431 1.1845 5.2475
H 0.0119 2.0307 7.1896
H -0.2962 0.3721 6.6919
H 1.3146 1.0795 6.4823
H -0.5690 2.1241 2.3983
H 0.2045 3.1538 0.8728
H -2.4975 4.2525 -2.2227
H -3.3137 3.6066 -4.2564
H -4.8020 2.6631 -4.2470
H -4.3867 3.6363 -2.8466
H -2.1652 1.3749 -4.9117
H -2.4542 -0.0677 -3.9200
H -3.7797 0.6775 -4.8209
H -4.6081 1.6614 -1.3617
H -5.0938 0.6793 -2.7503
H -3.7650 0.1497 -1.7029
H 1.2967 5.0698 0.0038
H 0.8709 5.5963 -1.6355
H 0.8313 6.7470 -0.2930
H -0.5122 4.9900 1.8139
H -1.0285 6.6278 1.4314
H -2.1974 5.3018 1.3840
H -1.5078 6.2254 -2.2117
H -2.7796 6.1136 -0.9854
H -1.5181 7.3357 -0.8452
H 0.9104 -0.7091 5.2032
H 3.5880 -2.2112 3.3717
H 3.2847 -3.9224 3.0606
H 2.8461 -2.7045 1.8499
H 2.4016 -2.2499 5.5018
H 0.7573 -2.9002 5.6294
H 2.1088 -3.9668 5.2583
H 0.3265 -3.7705 2.0358
H 0.9910 -4.8677 3.2703
H -0.3888 -3.8312 3.6437
O 1.7129 -3.0476 -1.4677
S 2.1700 -4.1033 -0.4559
C 3.1462 -5.2524 -1.4588
C 2.6054 -6.6482 -1.1749
C 1.0869 -6.4916 -1.1591
C 0.8056 -5.2912 -0.2582
H 4.2008 -5.1119 -1.2319
H 2.9497 -4.9435 -2.4871
H 2.9566 -7.0046 -0.2035
H 2.9514 -7.3577 -1.9252
H 0.5814 -7.3815 -0.7863
H 0.7303 -6.3091 -2.1740
H 0.8001 -5.5700 0.7953
H -0.1060 -4.7341 -0.4733
I 0.5099 -0.0386 -4.1707
I 2.4052 -0.1794 -6.0750
O 2.2700 -0.2662 -1.2436
N 2.9550 0.6742 -1.8584
C 4.1273 0.3350 -2.4189
C 4.8956 1.2918 -3.0449
C 4.4527 2.6023 -3.0984
C 3.2355 2.9217 -2.5171
C 2.4954 1.9384 -1.8982
H 4.3829 -0.7089 -2.3303
H 5.8331 0.9922 -3.4899
H 5.0449 3.3616 -3.5893
H 2.8422 3.9280 -2.5295
H 1.5389 2.1013 -1.4246
C -3.0995 -3.7036 -2.4429
C -2.1911 -3.7186 -3.6686
C -0.8170 -3.6036 -3.0386
O -1.0134 -2.7517 -1.8792
C -2.4382 -2.6426 -1.5828
H -3.0825 -4.6749 -1.9437
H -4.1329 -3.4545 -2.6736
H -2.3849 -2.8447 -4.2948
H -2.2933 -4.6130 -4.2794
H -0.0658 -3.1418 -3.6756
H -0.4455 -4.5698 -2.6937
H -2.7479 -1.6374 -1.8580
H -2.5677 -2.7867 -0.5095
```

These are the Löwdin partial charges, in e, on atoms 1 to 8:
1 Sc 0.96
2 C -0.04
3 C -0.55
4 C -0.04
5 C -0.06
6 C -0.15
7 C 0.05
8 C -0.16


(4)
The following is a DFT calculation (wB97M-V/def2-TZVPD) of a cluster of 2 separate species, CHN2O3 in total at a distorted geometry.

Its multiplicity is 3. The HOMO energy (spin up / spin down) is -14.77 / -18.53 eV. The total charge is +1. For the gap between HOMO and LUMO (spin up / spin down), the calculation gives 8.6 / 6.7 eV. For the LUMO energy (spin up / spin down), the calculation gives -6.17 / -11.83 eV. The energy above the lowest of the compared OMol25 structures with the same formula, charge and spin is 19.3 kcal per mole.

```
7
CHN2O3 wB97M-V/def2-TZVPD
C -1.4331 0.0336 0.0845
N 0.6041 -0.3206 -0.1001
N 1.5342 0.3278 -0.1231
O -1.4357 1.0216 0.6450
O 2.3170 1.1016 0.0505
O -1.6293 -0.9607 -0.4552
H 0.0429 -1.2034 -0.1016
```

Charges in e, computed with Löwdin, in the same order as the atoms:
1 C -0.49
2 N 0.33
3 N -0.03
4 O 0.34
5 O 0.41
6 O 0.24
7 H 0.20


(5)
The following is a DFT calculation (wB97M-V/def2-TZVPD) of a structure of composition C21H24AsO3OsPS4Sb.

The HOMO energy (spin up / spin down) is -11.03 / -11.03 eV. The total charge is +1. For the gap between HOMO and LUMO (spin up / spin down), the calculation gives 5.9 / 5.9 eV. For the LUMO energy (spin up / spin down), the calculation gives -5.16 / -5.16 eV.

```
56
C21H24AsO3OsPS4Sb wB97M-V/def2-TZVPD
Os 0.2611 1.6990 1.1278
S 4.8110 2.4881 1.4404
Sb 2.9874 3.6230 1.9626
S 1.3462 1.7299 2.9854
S 1.0764 3.4792 0.1950
S 2.5002 5.5171 2.9899
C -3.1100 0.2775 1.8662
O -3.0406 1.1415 0.7163
P -1.9377 2.2951 0.6739
O -2.3510 3.3922 1.7115
C -3.6098 4.1069 1.6222
O -2.2465 2.9565 -0.7203
C -2.3153 2.2561 -1.9755
H -3.9862 -0.3488 1.7303
H -3.2144 0.8578 2.7827
H -2.2178 -0.3520 1.9266
H -3.7487 4.5865 2.5847
H -4.4266 3.4153 1.4233
H -3.5418 4.8504 0.8331
H -2.5349 3.0086 -2.7257
H -3.1075 1.5121 -1.9433
H -1.3607 1.7775 -2.2013
C -0.3124 -4.2336 2.6156
C -0.2665 -4.3021 1.2288
C 0.0368 -3.1704 0.4897
C 0.3008 -1.9650 1.1392
C 0.2670 -1.9010 2.5282
C -0.0457 -3.0363 3.2625
As 0.7688 -0.4415 0.0488
C -0.2419 -0.7199 -1.5673
C -1.5893 -1.0586 -1.4675
C -2.3373 -1.2403 -2.6195
C -1.7478 -1.0638 -3.8657
C -0.4082 -0.7158 -3.9619
C 0.3516 -0.5449 -2.8121
C 2.6257 -0.5674 -0.4000
C 3.2342 0.4874 -1.0712
C 4.5585 0.3711 -1.4626
C 5.2725 -0.7783 -1.1583
C 4.6685 -1.8166 -0.4621
C 3.3385 -1.7188 -0.0833
H -0.5510 -5.1178 3.1915
H -0.4645 -5.2373 0.7225
H 0.0681 -3.2267 -0.5915
H 0.4897 -0.9786 3.0474
H -0.0754 -2.9834 4.3426
H -2.0517 -1.1956 -0.4974
H -3.3800 -1.5205 -2.5459
H -2.3343 -1.2034 -4.7642
H 0.0521 -0.5883 -4.9325
H 1.4025 -0.2975 -2.8909
H 2.6919 1.4044 -1.2717
H 5.0382 1.1910 -1.9796
H 6.3103 -0.8600 -1.4529
H 5.2315 -2.7063 -0.2147
H 2.8658 -2.5338 0.4500
```

These are the Löwdin partial charges, in e, on atoms 1 to 8:
1 Os 0.28
2 S -0.03
3 Sb 0.06
4 S 0.08
5 S 0.07
6 S -0.04
7 C -0.08
8 O -0.30